A cluster of 3 separate species, C4H14N2OS in total. Source: OMol25; level of theory: the ωB97M-V functional and the def2-TZVPD basis.

XYZ file:
```
22
Properties=species:S:1:pos:R:3:mulliken_charge:R:1
N 0.8736 -0.4699 -0.2525 -0.522
C -0.4562 -1.0987 -0.1315 0.434
C -0.5359 -2.3807 0.5948 -0.677
S 1.8739 -3.7268 -0.8302 -0.145
C -1.3427 -0.0758 0.6044 -1.129
N -1.6514 1.1064 -0.2381 -0.342
C -0.8992 2.3207 0.0379 -0.851
H 1.5566 -0.9466 0.3492 0.265
H 1.1790 -0.8542 -1.1457 0.290
H -0.8446 -1.1245 -1.1528 0.240
H -0.0260 -2.3786 1.5688 0.424
H -1.4835 -2.8812 0.7936 0.392
H 0.1870 -3.0928 0.1071 -0.334
H -0.7142 0.3565 1.3895 0.379
H -2.2020 -0.4740 1.1461 0.465
H -2.6347 1.3668 -0.2911 0.229
H 0.0042 2.0519 0.5842 0.261
H -1.4514 2.8962 0.7826 0.351
H -0.6436 2.9252 -0.8295 0.271
H 2.9837 1.3744 -0.9724 0.300
H 3.4344 2.8047 -1.3100 0.306
O 2.7930 2.3010 -0.8044 -0.606
```

Largest force on an atom = 2.3 eV/A
Relative energy (zero: lowest compared OMol25 entry of this formula, charge and spin) = 4.646 eV
Calculated total energy = -743.563083 a.u.
Frontier orbital gap = 5.225 eV
Net charge = 0
Multiplicity = 1